<1>
C2H8N2O2 | the ωB97M-V functional and the def2-TZVPD basis

ORCA input file:
```
! wB97M-V def2-TZVPD RIJCOSX def2/J DEFGRID3
* xyz 0 1
C -1.41 0.68 -0.07
N -1.03 1.06 1.28
C 0.41 -1.33 -0.70
O 0.63 -1.84 0.37
H -0.43 0.35 1.68
H -1.85 1.15 1.88
H -0.17 -1.74 -1.54
H -2.05 -0.21 -0.09
H -1.98 1.49 -0.55
N 2.21 0.28 -0.32
O 1.17 -0.18 -1.24
H -0.43 0.65 -0.73
H 1.92 -0.09 0.60
H 3.03 -0.26 -0.59
*
```

Summary:
* E_HOMO: -9.1973 eV
* orbital gap: 9.98 eV
* SMILES string: NOC=O.CN

Mulliken atomic charge list, values in e, 5 entries: C -0.66; N -0.57; C 0.11; O -0.49; H 0.21

<2>
C2H8N2O2 | the ωB97M-V functional and the def2-TZVPD basis

ORCA input file:
```
! wB97M-V def2-TZVPD RIJCOSX def2/J DEFGRID3
* xyz 0 1
N 1.72 -0.80 -0.72
C 0.29 -0.33 -1.07
N 0.01 1.08 -0.74
H 1.73 -1.65 -1.32
H 2.41 -0.17 -1.06
H -0.27 -1.07 -0.57
H 0.17 -0.43 -2.09
H 0.72 1.70 -0.77
H -0.57 1.53 -1.55
O -2.20 -0.25 1.25
C -1.48 -0.08 2.21
O -0.25 0.27 2.11
H -1.98 -0.44 3.17
H -0.30 0.65 1.15
*
```

Summary:
* E_HOMO: -9.6791 eV
* orbital gap: 10.45 eV
* SMILES string: O=CO.NCN

Mulliken atomic charge list, values in e, 5 entries: N -0.62; C -0.34; N -0.63; H 0.24; H 0.22

<3>
C2H8N2O2 | the ωB97M-V functional and the def2-TZVPD basis

ORCA input file:
```
! wB97M-V def2-TZVPD RIJCOSX def2/J DEFGRID3
* xyz 0 1
C 1.19 0.80 0.33
C 0.39 1.34 1.45
N -0.24 -1.87 -2.10
N -0.88 0.85 1.33
O 0.73 1.93 2.43
O -1.13 -1.65 -1.04
H 1.30 -0.23 0.46
H 0.85 0.95 -0.64
H 2.33 1.18 0.45
H -1.65 1.21 1.87
H 0.59 -2.11 -1.50
H -0.26 -0.94 -2.58
H -1.15 -0.03 0.98
H -2.07 -1.43 -1.43
*
```

Summary:
* E_HOMO: -9.4367 eV
* orbital gap: 9.99 eV
* SMILES string: CC(N)=O.NO

Mulliken atomic charge list, values in e, 5 entries: C -0.88; C 0.54; N -0.46; N -0.34; O -0.56

Stability verdict: <2>, ahead by 1.240 eV

<1>
C2H8N2O2 | the ωB97M-V functional and the def2-TZVPD basis

ORCA input file:
```
! wB97M-V def2-TZVPD RIJCOSX def2/J DEFGRID3
* xyz 0 1
O 2.30 0.15 -1.86
C 1.91 0.77 -0.89
N 0.80 0.23 -0.21
C 0.15 -0.92 -0.79
N -1.33 -0.98 -0.50
H 2.33 1.48 -0.17
H 0.25 0.97 0.14
H 0.54 -1.85 -0.22
H 0.32 -0.84 -1.93
H -1.76 -0.14 -0.81
H -1.83 -1.77 -0.93
H -3.44 1.08 3.30
H -2.14 0.90 2.72
O -2.67 0.63 3.48
*
```

Summary:
* E_HOMO: -9.4503 eV
* orbital gap: 10.01 eV
* SMILES string: NCNC=O.O

Mulliken atomic charge list, values in e, 5 entries: O -0.53; C 0.11; N -0.24; C -0.24; N -0.57

<2>
C2H8N2O2 | the ωB97M-V functional and the def2-TZVPD basis

ORCA input file:
```
! wB97M-V def2-TZVPD RIJCOSX def2/J DEFGRID3
* xyz 0 1
C -1.08 1.91 1.27
N -0.60 1.17 0.10
C 0.46 0.30 0.23
N 1.04 -0.07 -0.96
O 0.83 -0.13 1.30
H -2.13 1.64 1.45
H -0.59 1.68 2.20
H -1.10 2.96 1.00
H -1.35 0.88 -0.51
H 1.76 -0.75 -0.77
H 1.23 0.61 -1.66
H 1.19 -3.33 -0.91
H -0.15 -3.07 -1.36
O 0.49 -3.78 -1.38
*
```

Summary:
* E_HOMO: -9.7698 eV
* orbital gap: 10.40 eV
* SMILES string: CNC(N)=O.O

Mulliken atomic charge list, values in e, 5 entries: C -0.87; N -0.26; C 0.58; N -0.46; O -0.60

<3>
C2H8N2O2 | the ωB97M-V functional and the def2-TZVPD basis

ORCA input file:
```
! wB97M-V def2-TZVPD RIJCOSX def2/J DEFGRID3
* xyz 0 1
O 0.53 1.30 3.42
C -0.14 0.92 2.42
N -1.35 0.43 2.60
N 0.00 0.00 0.00
C 0.49 1.02 1.01
H -1.84 0.09 1.77
H -1.71 0.22 3.54
H 0.27 -0.89 0.43
H -1.03 0.00 -0.02
H 1.55 0.72 1.06
H 0.45 2.05 0.58
O 0.08 -1.47 -3.33
H 0.12 -1.03 -2.45
H -0.73 -1.11 -3.76
*
```

Summary:
* E_HOMO: -9.6001 eV
* orbital gap: 10.03 eV
* SMILES string: NCC(N)=O.O

Mulliken atomic charge list, values in e, 5 entries: O -0.65; C 0.57; N -0.32; N -0.57; C -0.46

Stability verdict: <2>, ahead by 0.395 eV

<1>
C2H8N2O2 | the ωB97M-V functional and the def2-TZVPD basis

ORCA input file:
```
! wB97M-V def2-TZVPD RIJCOSX def2/J DEFGRID3
* xyz 0 1
C -1.07 -0.71 -0.50
C -0.38 1.46 -0.92
N -1.08 0.49 -0.12
N 1.28 -1.14 1.09
O -1.61 -1.68 0.20
O 0.90 1.70 -0.38
H -1.89 -1.33 1.06
H 0.78 1.95 0.54
H 1.54 -0.85 2.03
H -0.66 -1.07 -1.45
H 1.52 -0.39 0.46
H 1.86 -1.94 0.85
H -0.98 2.38 -0.92
H -0.21 1.13 -1.95
*
```

Summary:
* E_HOMO: -9.8098 eV
* orbital gap: 10.83 eV
* SMILES string: O/C=N/CO.N

Mulliken atomic charge list, values in e, 5 entries: C 0.20; C -0.32; N -0.57; N -0.63; O -0.44

<2>
C2H8N2O2 | the ωB97M-V functional and the def2-TZVPD basis

ORCA input file:
```
! wB97M-V def2-TZVPD RIJCOSX def2/J DEFGRID3
* xyz 0 1
C -1.23 0.88 -1.78
N -0.05 0.26 -1.19
C 0.54 0.54 0.01
N 1.71 -0.19 0.12
O 0.14 1.39 0.86
H -1.61 1.75 -1.07
H -1.97 0.08 -1.77
H -1.13 1.31 -2.74
H 0.55 -0.04 -1.82
H 1.82 -0.76 -0.68
H 2.21 0.06 0.99
H -0.08 -1.33 2.35
H -0.91 -2.11 3.52
O 0.02 -1.82 3.18
*
```

Summary:
* E_HOMO: -9.8459 eV
* orbital gap: 10.51 eV
* SMILES string: CNC(N)=O.O

Mulliken atomic charge list, values in e, 5 entries: C -0.82; N -0.27; C 0.68; N -0.42; O -0.64

Stability verdict: <2>, ahead by 0.180 eV

<1>
C2H8N2O2 | the ωB97M-V functional and the def2-TZVPD basis

ORCA input file:
```
! wB97M-V def2-TZVPD RIJCOSX def2/J DEFGRID3
* xyz 0 1
C -1.15 -1.22 1.77
N -2.07 -0.23 1.63
O -0.77 -1.92 0.86
H -0.78 -1.34 2.80
H -2.24 0.42 2.37
H -2.41 -0.01 0.70
N 1.69 0.65 -2.33
C 1.21 0.16 -1.07
O 0.45 1.16 -0.38
H 0.93 1.01 -2.89
H 2.36 1.39 -2.17
H 0.59 -0.72 -1.25
H 2.08 -0.12 -0.47
H 0.11 0.78 0.43
*
```

Summary:
* E_HOMO: -9.7680 eV
* orbital gap: 10.50 eV
* SMILES string: NC=O.NCO

Mulliken atomic charge list, values in e, 5 entries: C 0.03; N -0.33; O -0.50; H 0.33; H 0.22

<2>
C2H8N2O2 | the ωB97M-V functional and the def2-TZVPD basis

ORCA input file:
```
! wB97M-V def2-TZVPD RIJCOSX def2/J DEFGRID3
* xyz 0 1
C 0.01 -0.58 0.16
C 0.74 1.64 -0.50
N -1.25 0.15 0.04
N -0.22 -1.97 -0.19
O 0.92 -0.01 -0.68
O 0.45 -0.46 1.50
H -0.27 -0.79 2.06
H 0.39 -2.56 0.37
H 0.05 -2.12 -1.15
H -1.72 -0.05 -0.84
H -1.51 0.88 0.69
H -0.14 2.20 -0.80
H 1.53 1.88 -1.20
H 1.03 1.80 0.53
*
```

Summary:
* E_HOMO: -8.8774 eV
* orbital gap: 9.78 eV
* SMILES string: COC(N)(N)O

Mulliken atomic charge list, values in e, 5 entries: C 0.88; C -0.65; N -0.56; N -0.70; O -0.52

<3>
C2H8N2O2 | the ωB97M-V functional and the def2-TZVPD basis

ORCA input file:
```
! wB97M-V def2-TZVPD RIJCOSX def2/J DEFGRID3
* xyz 0 1
N -0.65 -0.40 0.91
C 0.00 -0.62 2.29
N 1.33 -1.22 2.38
H -0.13 -1.19 0.43
H -1.62 -0.83 1.07
H 0.31 0.22 2.85
H -0.75 -1.22 2.88
H 1.34 -2.20 2.38
H 1.89 -0.92 1.55
O -0.40 3.20 -3.83
C -0.19 2.12 -3.32
O -0.62 0.88 -3.95
H 0.46 1.89 -2.42
H -0.98 0.31 -3.22
*
```

Summary:
* E_HOMO: -9.9783 eV
* orbital gap: 10.47 eV
* SMILES string: O=CO.NCN

Mulliken atomic charge list, values in e, 5 entries: N -0.62; C -0.32; N -0.58; H 0.24; H 0.28

<4>
C2H8N2O2 | the ωB97M-V functional and the def2-TZVPD basis

ORCA input file:
```
! wB97M-V def2-TZVPD RIJCOSX def2/J DEFGRID3
* xyz 0 1
N -1.41 0.38 -1.17
C -1.28 -0.94 -0.50
N -0.59 -1.93 -1.24
H -2.41 0.60 -1.17
H -1.25 0.25 -2.18
H -2.29 -1.16 -0.14
H -0.60 -0.78 0.34
H 0.05 -2.56 -0.79
H -0.93 -2.28 -2.12
O 3.17 0.95 1.35
C 2.39 1.49 2.08
O 1.59 2.50 1.65
H 2.27 1.24 3.13
H 1.29 2.25 0.77
*
```

Summary:
* E_HOMO: -8.9380 eV
* orbital gap: 9.82 eV
* SMILES string: O=CO.NCN

Mulliken atomic charge list, values in e, 5 entries: N -0.62; C -0.09; N -0.45; H 0.26; H 0.21

Stability verdict: <1>, ahead by 0.756 eV

<1>
C2H8N2O2 | the ωB97M-V functional and the def2-TZVPD basis

ORCA input file:
```
! wB97M-V def2-TZVPD RIJCOSX def2/J DEFGRID3
* xyz 0 1
C 1.74 -0.01 0.27
C 0.40 -0.25 -0.37
O -0.42 -1.29 1.27
O 0.19 -0.83 -1.41
H -0.65 -2.09 0.78
H 2.24 0.83 -0.23
H 1.63 0.21 1.33
H 2.35 -0.90 0.16
N -0.70 0.74 0.11
N -1.73 1.00 -0.83
H -1.34 0.95 -1.77
H -2.36 0.21 -0.78
H -1.01 -0.18 1.02
H -0.32 1.61 0.46
*
```

Summary:
* E_HOMO: -9.8724 eV
* orbital gap: 10.63 eV

Mulliken atomic charge list, values in e, 5 entries: C -1.12; C 0.70; O -0.80; O -0.58; H 0.29

<2>
C2H8N2O2 | the ωB97M-V functional and the def2-TZVPD basis

ORCA input file:
```
! wB97M-V def2-TZVPD RIJCOSX def2/J DEFGRID3
* xyz 0 1
N -1.41 2.32 1.10
C -2.35 1.69 0.19
O -3.62 0.98 0.57
H -1.63 3.11 1.66
H -1.08 1.61 1.66
H -2.62 2.41 -0.60
H -1.74 0.94 -0.29
H -3.94 1.37 1.34
C 2.30 -1.70 -0.85
N 2.82 -2.03 0.39
O 2.88 -1.72 -1.94
H 1.31 -1.09 -0.82
H 3.78 -2.37 0.38
H 2.26 -2.00 1.25
*
```

Summary:
* E_HOMO: -10.0329 eV
* orbital gap: 10.63 eV
* SMILES string: NC=O.NCO

Mulliken atomic charge list, values in e, 5 entries: N -0.48; C -0.20; O -0.52; H 0.21; H 0.22

Stability verdict: <2>, ahead by 1.287 eV

<1>
C5H10N2 | the ωB97M-V functional and the def2-TZVPD basis

ORCA input file:
```
! wB97M-V def2-TZVPD RIJCOSX def2/J DEFGRID3
* xyz 0 1
C -2.05 -0.15 0.04
C -1.11 -0.38 -1.12
N -0.19 0.69 -1.53
C 0.36 -0.48 -0.87
C 1.03 -0.55 0.48
C 2.07 0.44 0.84
N 0.91 0.26 1.70
H -2.73 0.69 -0.14
H -1.50 0.05 0.96
H -2.68 -1.03 0.23
H -1.55 -0.91 -1.97
H -0.25 1.51 -0.93
H 1.04 -1.06 -1.50
H 1.23 -1.60 0.70
H 3.02 0.10 1.23
H 2.10 1.34 0.23
H 0.30 1.07 1.65
*
```

Summary:
* E_HOMO: -9.1958 eV
* orbital gap: 10.30 eV
* SMILES string: C[C@H]1N[C@H]1[C@H]1CN1

Mulliken atomic charge list, values in e, 5 entries: C -1.25; C 0.08; N -0.66; C -0.10; C -0.02

<2>
C5H10N2 | the ωB97M-V functional and the def2-TZVPD basis

ORCA input file:
```
! wB97M-V def2-TZVPD RIJCOSX def2/J DEFGRID3
* xyz 0 1
C 1.75 2.89 -1.75
C 1.49 1.64 -1.37
N 0.62 0.76 -2.02
H 1.16 3.42 -2.49
H 2.47 3.49 -1.22
H 2.07 1.15 -0.59
H -0.13 1.21 -2.53
H 0.26 -0.02 -1.49
C -1.41 -0.68 1.24
C -1.52 -0.49 2.56
C -0.03 -2.47 0.86
N -1.16 -1.94 0.66
H -1.41 0.19 0.59
H -1.40 -1.33 3.24
H -1.63 0.52 2.94
H 0.11 -3.53 0.65
H 0.86 -1.86 1.05
*
```

Summary:
* E_HOMO: -8.3995 eV
* orbital gap: 9.20 eV
* SMILES string: C=CN=C.C=CN

Mulliken atomic charge list, values in e, 5 entries: C -0.82; C 0.19; N -0.52; H 0.22; H 0.24

Stability verdict: <1>, ahead by 0.138 eV